(1)
# C22H23I2N4O7

A 4-piece molecular cluster, C22H23I2N4O7 overall (wB97M-V/def2-TZVPD, the OMol25 dataset).

For the HOMO energy, the calculation gives -11.172 eV. For the HOMO-LUMO gap, the calculation gives 5.48 eV. As for the LUMO energy: -5.69 eV. Its charge is +1.

Cartesian coordinates (Å):
C: -7.03843 0.88262 3.25470
C: -5.56560 1.21129 3.36032
N: -4.91069 0.64070 4.57707
I: -5.47138 1.63193 6.34611
C: -5.03573 -0.83732 4.68701
C: -4.03949 -1.44302 3.70704
O: -2.90393 -1.03303 3.67622
I: -4.76768 -2.91954 2.36615
H: -7.51367 1.55714 2.55769
H: -7.55892 0.98349 4.20256
H: -7.18046 -0.13457 2.90931
H: -5.04447 0.83714 2.48375
H: -5.41167 2.28273 3.37349
H: -3.90892 0.82914 4.49199
H: -4.71102 -1.13707 5.67751
H: -6.04875 -1.17763 4.54559
C: -0.53638 0.45836 0.31516
C: -1.22301 0.52526 1.52234
C: -1.40915 1.74447 2.14655
C: -0.91508 2.88850 1.55348
C: -0.22061 2.84734 0.35999
C: -0.03290 1.61917 -0.25947
N: -1.15676 4.17948 2.21484
O: -1.78399 4.16266 3.25901
O: -0.73668 5.17597 1.68071
H: -0.39679 -0.49371 -0.17620
H: -1.62184 -0.36588 1.97956
H: -1.93326 1.80604 3.08897
H: 0.16085 3.75403 -0.08479
H: 0.50226 1.57032 -1.19747
C: 4.82022 -1.94376 2.18988
C: 5.28334 -2.17359 0.90136
C: 4.38692 -2.30574 -0.14561
C: 3.03419 -2.20364 0.12187
C: 2.55172 -1.97861 1.39800
C: 3.45704 -1.84845 2.43731
N: 2.08270 -2.32759 -0.98867
O: 2.52755 -2.52430 -2.09678
O: 0.89695 -2.21507 -0.74242
H: 5.52415 -1.83873 3.00402
H: 6.34418 -2.25017 0.71106
H: 4.73710 -2.48822 -1.15025
H: 1.49047 -1.90504 1.58010
H: 3.09917 -1.67201 3.44171
C: 4.15497 -0.24372 -4.62419
C: 2.95875 -0.88824 -4.91020
C: 2.43314 -0.83464 -6.19113
C: 3.12003 -0.13424 -7.16426
C: 4.31055 0.51526 -6.89910
C: 4.82837 0.45793 -5.61552
N: 2.56777 -0.08201 -8.52796
O: 1.51014 -0.63965 -8.72563
O: 3.20204 0.51775 -9.36728
H: 4.56550 -0.29124 -3.62376
H: 2.43819 -1.43294 -4.13668
H: 1.50429 -1.33121 -6.42628
H: 4.82561 1.05629 -7.67800
H: 5.75912 0.95958 -5.39079


(2)
# C22H23MoN3O6S2

C22H23MoN3O6S2 as an isolated structure (wB97M-V/def2-TZVPD, the OMol25 dataset).

For the HOMO energy (alpha / beta), the calculation gives -8.157 / -8.400 eV. The expectation value of S² is 2.01. For the HOMO-LUMO gap (alpha / beta), the calculation gives 6.82 / 7.55 eV. Its spin multiplicity is 3. As for the LUMO energy (alpha / beta): -1.34 / -0.85 eV. Its charge is 0.

Cartesian coordinates (Å):
Mo: -1.00348 0.85454 -0.44177
O: -2.51801 3.59804 0.45155
C: -2.82000 4.08337 -0.84305
C: -1.70687 3.69900 -1.79079
N: -1.59589 2.24528 -2.10629
C: -2.91092 1.69795 -2.52960
C: -3.72421 1.19422 -1.33696
O: -4.92725 1.17911 -1.36037
O: -2.98137 0.73748 -0.34603
C: -0.55889 2.07035 -3.16877
C: 0.67531 1.27596 -2.73142
O: 1.53399 1.04209 -3.53915
O: 0.69759 0.92778 -1.46432
H: -3.31757 3.29306 0.89005
H: -2.87454 5.17641 -0.83417
H: -3.78599 3.71554 -1.19734
H: -0.75237 4.01444 -1.36517
H: -1.86061 4.23795 -2.73227
H: -2.72936 0.82204 -3.15081
H: -3.49209 2.42250 -3.10116
H: -0.19416 3.04108 -3.50422
H: -0.98321 1.57107 -4.03696
C: 0.13789 -2.96056 1.61099
C: -0.57628 -1.97035 0.73883
N: -0.27966 -0.70902 0.84497
N: 0.69178 -0.41243 1.79485
C: 0.79213 0.83117 2.08098
S: -0.15398 2.13781 1.37121
S: 1.95552 1.40457 3.24257
C: 2.79805 -0.12892 3.74086
C: 4.08624 -0.38872 3.00414
C: 4.09977 -0.56156 1.62084
C: 5.28942 -0.80956 0.95684
C: 6.48290 -0.88975 1.66462
C: 6.47788 -0.71677 3.03912
C: 5.28375 -0.46581 3.70353
C: -1.59395 -2.43495 -0.20263
C: -2.31156 -3.60302 0.10273
C: -3.27467 -4.10836 -0.73899
C: -3.52074 -3.46236 -1.95042
C: -2.82706 -2.32128 -2.28294
C: -1.87356 -1.76658 -1.41736
O: -1.25043 -0.65671 -1.78862
H: 1.20933 -2.77859 1.54268
H: -0.07407 -3.98045 1.31090
H: -0.13729 -2.81595 2.65694
H: 2.07956 -0.93397 3.59203
H: 2.98257 -0.02485 4.80929
H: 3.17430 -0.49132 1.06436
H: 5.28648 -0.93548 -0.11825
H: 7.41166 -1.08153 1.14335
H: 7.40319 -0.77130 3.59798
H: 5.28460 -0.32642 4.77872
H: -2.12547 -4.10514 1.04263
H: -3.82711 -4.99591 -0.46387
H: -4.26528 -3.85289 -2.63230
H: -3.00600 -1.81229 -3.22157


Number 1: maximum force 1.561 eV/A, E_tot -59665.36338 eV. Number 2: maximum force 0.545 eV/A, E_tot -63470.98133 eV.